{"formula": "C28H48BrMnN3P2S", "method": "ωB97M-V/def2-TZVPD", "s2": 8.767, "gap_ev": [7.5, 6.8], "multiplicity": 6, "energy_ha": -6065.3217, "homo_energy_ev": [-13.015, -13.013], "molar_mass_g_mol": 655.6, "charge": 2, "species": ["N", "C", "C", "C", "C", "C", "C", "Mn", "P", "C", "C", "C", "C", "C", "C", "C", "Br", "H", "H", "H", "H", "H", "H", "H", "H", "H", "H", "P", "C", "C", "H", "H", "H", "H", "H", "C", "C", "H", "H", "H", "H", "H", "C", "C", "H", "H", "H", "H", "H", "C", "C", "H", "H", "H", "H", "H", "C", "C", "H", "H", "H", "H", "H", "C", "C", "H", "H", "H", "H", "H", "C", "N", "C", "S", "N", "C", "H", "H", "H", "H", "H", "H", "H", "H"], "coordinates": [[5.3303, 0.4310, 3.2574], [4.2607, 0.1460, 3.9957], [3.2328, -0.6960, 3.5454], [3.3804, -1.3315, 2.2833], [4.5438, -1.0396, 1.5419], [5.4832, -0.1418, 2.0661], [2.3354, -2.1381, 1.7034], [-0.6413, 0.2129, -0.7826], [-2.7418, -0.2674, -1.4242], [2.4332, -2.6826, 0.4213], [1.3262, -3.3040, -0.2860], [1.2302, -3.3905, -1.7143], [0.0165, -3.7488, -2.3429], [-1.0943, -3.9859, -1.5288], [-1.0313, -3.9879, -0.1270], [0.1998, -3.6717, 0.4733], [-2.7824, -4.2536, -2.3671], [1.4267, -2.1988, 2.2990], [3.1806, -2.1964, -0.2116], [2.2944, -0.7666, 4.0710], [4.6729, -1.3403, 0.4978], [4.2062, 0.6337, 4.9610], [6.3563, 0.1228, 1.4661], [2.1315, -3.2300, -2.2991], [0.3263, -3.6906, 1.5612], [-0.0892, -3.8430, -3.4249], [-1.9184, -4.1997, 0.4597], [1.0172, 1.6361, -1.3257], [-3.5684, -1.2658, -0.0985], [-4.6483, -2.2018, -0.6150], [-3.9577, -0.6264, 0.7121], [-2.7781, -1.8775, 0.3723], [-5.1074, -2.8011, 0.1856], [-5.4462, -1.7084, -1.1851], [-4.1579, -2.9343, -1.2785], [-2.3783, -1.0526, -3.0452], [-3.5267, -1.1646, -4.0438], [-2.0165, -2.0718, -2.8227], [-1.5149, -0.5393, -3.5090], [-3.2552, -1.8798, -4.8317], [-4.4414, -1.5486, -3.5803], [-3.7554, -0.2104, -4.5346], [-3.5565, 1.3381, -1.7585], [-5.0621, 1.1373, -1.8447], [-3.1502, 1.8104, -2.6690], [-3.3044, 2.0254, -0.9360], [-5.5820, 2.0821, -2.0487], [-5.3434, 0.4390, -2.6425], [-5.4391, 0.7529, -0.8923], [0.4567, 3.3270, -0.9439], [-0.9833, 3.7057, -1.2710], [1.1718, 3.9364, -1.5159], [0.6500, 3.4834, 0.1303], [-1.0379, 4.7936, -1.3901], [-1.3670, 3.2572, -2.1975], [-1.6705, 3.4325, -0.4599], [0.9813, 1.4319, -3.1356], [1.6326, 0.1564, -3.6753], [1.4994, 2.3356, -3.4816], [-0.0690, 1.4926, -3.4671], [1.6575, 0.2023, -4.7705], [2.6652, 0.0326, -3.3282], [1.0783, -0.7509, -3.3966], [2.7535, 1.6156, -0.7860], [3.1194, 2.2808, 0.5393], [3.2696, 2.1157, -1.6221], [3.0715, 0.5602, -0.7701], [4.2034, 2.2031, 0.6841], [2.8737, 3.3502, 0.5710], [2.6431, 1.7887, 1.3981], [-0.5169, 0.7628, 5.2697], [-0.1513, 0.2979, 3.9024], [-0.0433, 1.1953, 2.8670], [-0.7959, 0.8686, 1.3743], [0.5894, 2.3550, 3.1251], [1.5378, 2.4868, 4.2315], [-0.1890, 1.7953, 5.4654], [-0.0274, 0.1129, 6.0057], [-1.6010, 0.7159, 5.4385], [-0.5915, -0.5972, 3.6487], [0.7265, 2.9702, 2.3270], [2.5338, 2.6675, 3.8322], [1.2405, 3.2869, 4.9172], [1.5933, 1.5507, 4.7804]], "forces_ev_per_a": [[0.5, 0.1, 0.3], [-0.4, -0.4, -0.8], [0.7, 0.0, -1.1], [1.0, 1.2, 0.3], [0.2, 0.9, 0.3], [-0.9, -0.6, -0.2], [-0.3, -1.2, -2.4], [1.1, -1.3, 1.1], [-0.3, 0.3, -0.4], [-0.4, 2.4, 1.7], [-1.4, -0.3, -0.8], [-0.3, -0.3, 0.9], [0.5, 0.2, 0.9], [0.0, 0.0, 0.2], [1.0, 0.3, -0.4], [-0.5, -0.2, -0.3], [0.7, -1.4, -0.4], [0.2, -0.4, -0.1], [0.3, -1.0, 0.2], [0.0, -0.3, 0.3], [0.1, -0.3, 0.6], [0.0, 0.0, 0.1], [-0.1, 0.0, 0.3], [-0.2, 0.1, -0.1], [-0.4, -0.1, -0.5], [0.2, 0.1, 0.3], [0.2, -0.1, 0.0], [0.6, 0.5, -0.2], [-0.4, -0.3, 0.0], [-0.3, -0.8, -0.5], [0.3, 0.3, -0.5], [-0.1, 0.4, -0.3], [0.1, 0.4, -0.1], [0.2, 0.0, 0.3], [-0.8, 0.8, 0.5], [-0.3, -0.8, -0.2], [-0.2, -0.1, -0.4], [-0.1, 0.7, 0.0], [-0.4, 0.1, 0.3], [0.0, 0.2, 0.1], [0.2, 0.1, 0.0], [0.0, -0.2, 0.2], [-0.4, 0.1, 0.2], [-0.6, 0.3, -0.2], [0.0, -0.5, 0.2], [-0.2, -0.3, -0.2], [0.2, -0.2, 0.1], [0.1, 0.1, 0.2], [-0.1, 0.0, -0.2], [0.5, 0.1, -0.2], [-0.3, 0.1, -0.1], [-0.2, 0.2, 0.3], [0.0, 0.0, -0.5], [-0.1, -0.2, 0.0], [0.2, 0.1, 0.1], [0.2, 0.0, -0.1], [0.4, 0.8, -0.2], [0.1, -0.1, -0.1], [-0.1, -0.2, -0.5], [0.3, 0.1, 0.1], [0.0, -0.1, 0.3], [-0.2, 0.1, -0.1], [0.0, 0.2, 0.0], [0.4, -0.2, -0.5], [0.0, 0.1, 0.3], [0.2, -0.2, 0.3], [0.0, 0.4, -0.1], [-0.3, 0.0, 0.0], [0.0, -0.2, -0.1], [0.1, 0.0, -0.2], [0.0, -0.1, 0.5], [-0.8, 0.6, -0.7], [0.5, 0.0, 1.7], [-0.7, 0.2, 1.3], [-0.1, -1.1, -0.6], [0.4, 0.2, 0.2], [-0.4, -0.7, -0.2], [-0.1, 0.2, -0.2], [0.3, -0.1, -0.3], [0.3, 0.9, 0.0], [-0.2, -0.2, 0.4], [0.0, 0.3, -0.1], [0.1, -0.1, -0.2], [0.2, 0.2, -0.2]]}

***

{"formula": "C2H6N2", "method": "ωB97M-V/def2-TZVPD", "gap_ev": 9.9, "energy_ha": -189.2581, "homo_energy_ev": -8.821, "molar_mass_g_mol": 58.1, "charge": 0, "species": ["H", "N", "C", "N", "C", "H", "H", "H", "H", "H"], "coordinates": [[-1.5236, -2.3129, 1.2670], [-1.5545, -1.3124, 0.8419], [-0.4454, -0.7059, 0.8202], [-0.1882, 0.5225, 0.1219], [0.8259, 0.7854, -0.9687], [0.4887, -0.9852, 1.3313], [-0.9644, 1.2470, 0.2890], [0.5262, 1.7746, -1.4977], [0.9945, 0.0412, -1.7111], [1.8408, 0.9456, -0.4939]], "forces_ev_per_a": [[0.2, 2.6, -0.3], [0.0, -1.6, 0.2], [1.5, 0.6, -1.0], [-2.2, 1.3, 0.3], [0.0, 2.3, 2.0], [-0.2, -0.8, -0.2], [1.7, -1.7, -1.1], [0.5, -1.8, 1.0], [-0.6, -0.9, -0.5], [-1.0, 0.0, -0.5]]}

***

{"formula": "H2N3O3P", "method": "ωB97M-V/def2-TZVPD", "gap_ev": [6.0, 6.0], "energy_ha": -732.4972, "homo_energy_ev": [1.629, 1.629], "molar_mass_g_mol": 123.0, "charge": -2, "species": ["N", "N", "N", "O", "O", "O", "P", "H", "H"], "coordinates": [[-0.9618, 1.2021, -0.3094], [-1.8680, 0.8023, -1.0124], [0.1693, 0.5327, -0.0264], [-0.9071, -1.8927, -2.7943], [-0.6243, -1.9614, -0.2710], [-3.0699, -2.0113, -1.5340], [-1.6593, -1.5133, -1.5602], [-0.2643, -1.0045, -0.2587], [0.9667, 1.1923, 0.3880]], "forces_ev_per_a": [[1.4, 1.8, 0.3], [-0.2, -2.8, -0.4], [1.6, 0.8, 0.4], [0.5, 0.5, -0.8], [-1.9, 1.1, -1.4], [-0.3, 0.0, 0.9], [0.7, 0.4, 0.7], [1.0, -0.6, 1.1], [-2.8, -1.3, -0.9]]}

***

{"formula": "C4H11N3", "method": "ωB97M-V/def2-TZVPD", "gap_ev": 9.6, "energy_ha": -323.2374, "homo_energy_ev": -8.732, "molar_mass_g_mol": 101.2, "charge": 0, "species": ["N", "C", "N", "C", "C", "C", "N", "H", "H", "H", "H", "H", "H", "H", "H", "H", "H", "H"], "coordinates": [[-1.2653, 1.7563, 0.9029], [-0.1153, 2.2222, 0.2669], [0.6364, 1.5643, -0.5100], [0.2112, 0.4899, -1.4190], [-0.1486, -0.7950, -0.6826], [0.8833, -1.2657, 0.3526], [0.5633, -2.5897, 0.8309], [-1.8234, 1.1879, 0.2791], [-1.8003, 2.4324, 1.4275], [0.2668, 3.1791, 0.6230], [-0.5492, 0.9078, -2.0758], [1.0861, 0.3035, -2.0372], [-0.1996, -1.5602, -1.4848], [-1.1091, -0.7722, -0.1429], [0.9683, -0.4810, 1.1222], [1.8021, -1.1492, -0.2391], [-0.4101, -2.7606, 1.0476], [1.0034, -2.6696, 1.7385]], "forces_ev_per_a": [[-0.3, 0.3, -0.8], [0.8, -1.0, 0.8], [-0.1, 1.4, -1.4], [0.6, 0.4, 1.9], [-0.6, -0.9, -0.4], [-0.5, 1.9, -1.4], [0.9, -0.4, 0.7], [-0.2, -0.1, 0.4], [0.0, 0.1, -0.2], [-0.1, -0.1, 0.4], [-0.4, -0.3, 0.0], [0.0, -0.2, -0.2], [-0.3, 0.0, 0.6], [0.0, 0.2, -0.5], [-0.2, -0.3, 0.1], [0.4, -0.9, 0.5], [-0.3, 0.5, -0.4], [0.3, -0.4, 0.0]]}

***

{"formula": "C14H22BrDyI2O3P2", "method": "ωB97M-V/def2-TZVPD", "s2": 9.762, "gap_ev": [6.3, 4.4], "multiplicity": 6, "energy_ha": -5508.9319, "homo_energy_ev": [-14.745, -12.994], "molar_mass_g_mol": 796.5, "charge": 2, "species": ["I", "I", "Dy", "P", "C", "C", "H", "H", "H", "H", "H", "H", "C", "H", "H", "H", "P", "C", "C", "H", "H", "H", "C", "H", "H", "H", "H", "H", "H", "C", "O", "Br", "C", "C", "C", "C", "C", "C", "C", "O", "O", "H", "H", "H", "H"], "coordinates": [[-0.8176, -0.3097, -3.5818], [-0.7439, -2.8742, -2.8362], [0.5551, -1.0031, 0.4694], [-2.9302, -0.2738, -1.7203], [-3.5012, 1.3164, -1.0273], [-4.0769, -0.5345, -3.0771], [-5.1096, -0.5090, -2.7368], [-4.7708, -1.5174, -0.7098], [-3.8378, -1.4893, -3.5299], [-3.1506, -2.3934, -0.6254], [-2.7152, 2.0403, -1.3109], [-3.8423, 0.2789, -3.7514], [-3.6790, -1.4241, -0.4747], [-4.4825, 1.5627, -1.4755], [-3.4820, -0.9906, 0.5421], [-3.5773, 1.2288, 0.0754], [2.8560, -1.3850, -1.1303], [4.3618, -0.5377, -0.5607], [3.2402, -3.1092, -0.6275], [2.3351, -1.9612, -3.4134], [4.0887, -2.0966, -3.1227], [3.3256, -0.4897, -3.3230], [3.1899, -1.4963, -2.9119], [2.4432, -3.7692, -0.9873], [4.1938, -3.4608, -1.0479], [5.2445, -1.1882, -0.6500], [4.2393, -0.2566, 0.4905], [3.2757, -3.1664, 0.4667], [4.5426, 0.3770, -1.1381], [1.5593, 1.0067, -0.4851], [1.9813, 2.0255, -0.8724], [1.5478, -1.0610, 2.7610], [0.6605, 1.0044, 3.0320], [1.6006, 1.8830, 3.5153], [1.1855, 3.1539, 3.9645], [-0.1554, 3.5088, 3.9828], [-1.0739, 2.6208, 3.4753], [-0.6690, 1.3697, 2.9424], [-1.6760, 0.5834, 2.1601], [-2.8493, 0.5132, 2.5160], [-1.2343, 0.0196, 1.0298], [2.6615, 1.6237, 3.5387], [1.9056, 3.8554, 4.3585], [-0.4869, 4.4688, 4.3572], [-2.1322, 2.8561, 3.4498]], "forces_ev_per_a": [[0.9, -0.1, -0.4], [0.1, 0.1, -0.1], [-2.3, -1.2, -2.8], [-3.2, -0.2, 2.4], [0.9, 0.4, -0.2], [0.8, 0.1, -0.4], [0.1, 0.1, 0.0], [1.0, 0.1, 0.2], [-0.2, -0.2, -0.4], [-0.7, 0.4, 0.5], [-0.7, 0.3, 0.3], [-0.5, 0.0, -0.6], [0.9, -0.4, 0.2], [0.6, 0.0, 0.2], [-0.2, -0.6, -0.9], [0.2, 0.1, -0.7], [1.7, -0.9, -0.9], [0.2, 0.3, 0.3], [-0.3, -0.1, 0.1], [0.2, 0.0, -0.1], [-0.3, 0.3, 0.2], [0.0, -0.2, 0.0], [-0.2, 0.1, -0.5], [0.1, 0.0, 0.1], [-0.2, 0.2, 0.2], [-0.3, 0.2, 0.0], [0.2, 0.0, -0.1], [0.1, -0.1, -0.1], [-0.1, -0.2, 0.1], [2.1, 5.7, -2.1], [-1.8, -4.3, 1.7], [0.4, 1.9, 3.6], [0.6, 0.4, 0.5], [1.0, 0.1, 0.1], [0.0, -0.4, 0.0], [0.3, -0.2, -0.1], [0.0, -1.0, -0.5], [-0.5, -0.5, -0.3], [-2.2, -0.7, -0.2], [1.7, 0.3, -0.6], [-0.2, 0.7, 1.1], [-0.4, 0.1, 0.2], [0.3, -0.1, -0.1], [0.1, 0.0, 0.1], [0.1, -0.1, -0.2]]}

***

{"formula": "C4H7ClOS", "method": "ωB97M-V/def2-TZVPD", "gap_ev": 9.4, "energy_ha": -1090.1168, "homo_energy_ev": -8.681, "molar_mass_g_mol": 138.6, "charge": 0, "species": ["C", "O", "C", "C", "Cl", "C", "S", "H", "H", "H", "H", "H", "H", "H"], "coordinates": [[-0.9628, 1.6394, -0.6639], [0.1755, 1.1865, -1.4383], [0.8237, -0.0142, -1.2811], [0.7213, -0.7665, -0.1859], [1.2076, -2.4225, -0.6876], [0.5039, -0.6313, 1.3360], [-1.1259, -1.3150, 1.9706], [-1.1977, 2.5154, -1.4036], [-1.8747, 0.9646, -0.2867], [-0.4760, 2.0523, 0.2615], [1.5146, -0.3490, -2.2642], [1.4071, -0.9350, 1.9061], [0.4089, 0.4511, 1.7111], [-1.1256, -2.3758, 1.0260]], "forces_ev_per_a": [[0.2, 1.6, 0.3], [0.6, -1.5, -0.6], [0.0, 1.1, -1.6], [1.0, -1.5, 0.6], [0.1, -0.1, 0.9], [-0.7, 2.1, 0.1], [1.1, -1.3, -1.7], [-0.6, -1.5, 2.0], [2.3, 0.9, -1.6], [-1.0, -0.1, -0.6], [-2.4, 1.0, 2.8], [-0.7, -0.6, -0.6], [0.2, -1.2, -1.2], [-0.1, 1.2, 1.3]]}

***

{"formula": "C3H6IO3", "method": "ωB97M-V/def2-TZVPD", "s2": 0.753, "gap_ev": [11.0, 6.7], "multiplicity": 2, "energy_ha": -641.2824, "homo_energy_ev": [-10.198, -9.853], "molar_mass_g_mol": 217.0, "charge": 0, "species": ["I", "C", "O", "C", "O", "O", "C", "H", "H", "H", "H", "H", "H"], "coordinates": [[-7.4231, 22.7326, -8.5172], [-8.9514, 20.5412, -5.6952], [-9.1986, 20.9780, -4.3487], [-8.5751, 22.0614, -3.9378], [-7.7375, 22.7134, -4.5810], [-9.0511, 22.3940, -2.8122], [-8.6398, 23.7125, -2.4022], [-9.7362, 19.8049, -5.8691], [-8.0144, 19.9899, -5.7737], [-9.0797, 21.2370, -6.5243], [-7.6816, 24.0509, -2.7965], [-8.5671, 23.9176, -1.3341], [-9.4059, 24.3788, -2.7988]], "forces_ev_per_a": [[0.0, 0.0, 0.0], [-0.5, -1.4, -0.1], [-0.1, -0.5, -1.0], [2.3, 1.1, -3.9], [-1.3, -1.6, 0.6], [-0.2, 1.3, 3.6], [-0.2, 1.5, 0.0], [0.0, -0.1, 0.2], [0.2, 0.4, 0.1], [0.3, 0.7, 0.7], [-0.1, -0.6, -0.3], [-0.5, -1.1, 0.1], [0.1, 0.1, 0.0]]}

***

{"formula": "C17H28N11O8ReS", "method": "ωB97M-V/def2-TZVPD", "s2": 3.792, "gap_ev": [8.1, 5.3], "multiplicity": 4, "energy_ha": -2343.9959, "homo_energy_ev": [-17.243, -17.247], "molar_mass_g_mol": 732.8, "charge": 3, "species": ["Re", "C", "O", "C", "C", "O", "C", "H", "H", "H", "H", "H", "H", "H", "H", "H", "H", "N", "N", "C", "N", "N", "N", "O", "O", "H", "H", "H", "H", "H", "N", "C", "C", "C", "N", "C", "N", "C", "C", "S", "O", "O", "C", "C", "N", "C", "N", "C", "C", "N", "O", "O", "C", "H", "H", "H", "H", "H", "H", "H", "H", "H", "H", "H", "H", "H"], "coordinates": [[-0.1841, -0.0213, 0.1766], [-1.0209, 0.3941, 3.2785], [-0.1413, -0.2272, 2.2787], [1.2071, -0.4891, 2.7737], [2.1549, 0.3470, 1.9689], [1.9009, 0.0083, 0.5640], [3.0934, -0.2807, -0.2184], [-0.6583, 1.3848, 3.5275], [-1.0301, -0.2574, 4.1492], [-2.0124, 0.4456, 2.8405], [1.3920, -1.5553, 2.6339], [1.2649, -0.2517, 3.8350], [3.1963, 0.1437, 2.2162], [1.9606, 1.4134, 2.0848], [3.7368, 0.5967, -0.2194], [2.7784, -0.5101, -1.2331], [3.6064, -1.1369, 0.2172], [-0.0725, -0.0631, -2.0134], [0.2651, 1.1839, -2.5844], [0.2741, 2.2885, -1.7997], [0.4918, 3.4575, -2.3447], [0.0506, 2.0010, -0.4959], [-0.1104, 3.0404, 0.4404], [-0.4036, 2.6192, 1.5371], [0.0300, 4.1877, 0.1263], [0.6442, -0.7341, -2.2951], [-0.9533, -0.3842, -2.4232], [0.3721, 1.2310, -3.5893], [0.6300, 3.5612, -3.3409], [0.4982, 4.2872, -1.7637], [-2.1775, 0.1923, -0.0109], [-3.3162, 0.3598, -0.1214], [-4.7230, 0.5833, -0.2269], [-5.2168, 1.8228, 0.1976], [-5.6060, 2.8430, 0.5773], [-5.5149, -0.4498, -0.7437], [-6.1480, -1.3031, -1.1984], [-2.9238, -7.5662, 5.8263], [-1.7346, -6.9858, 5.0523], [-2.2994, -6.1851, 3.5903], [-3.2166, -7.0195, 2.8632], [-2.6887, -4.8135, 3.8937], [-0.8598, -5.9816, 2.5423], [-1.4088, -5.4189, 1.2280], [-0.6596, -4.2252, 0.7410], [-1.1033, -2.9691, 0.8916], [-0.2522, -2.1068, 0.2789], [0.7808, -2.8753, -0.2451], [0.5188, -4.1627, 0.0408], [1.3590, -5.3007, -0.2948], [2.3430, -5.0308, -0.9417], [1.0170, -6.3829, 0.1163], [-2.3512, -2.6254, 1.6185], [-2.5570, -7.9901, 6.7592], [-3.4125, -8.3482, 5.2515], [-3.6512, -6.7921, 6.0647], [-1.0386, -7.7639, 4.7336], [-1.2045, -6.2250, 5.6256], [-0.3329, -6.9194, 2.3859], [-0.2174, -5.2705, 3.0634], [-2.4288, -5.0649, 1.3488], [-1.4136, -6.1676, 0.4427], [1.6160, -2.4896, -0.7993], [-3.2218, -2.7673, 0.9722], [-2.3175, -1.5941, 1.9518], [-2.4872, -3.2713, 2.4915]], "forces_ev_per_a": [[0.4, 0.1, 0.0], [0.0, -0.2, 0.0], [0.1, 0.5, 0.2], [0.0, -0.1, 0.0], [0.1, 0.0, -0.1], [0.0, -0.2, 0.1], [0.0, 0.1, 0.1], [0.0, 0.0, 0.0], [0.0, 0.0, 0.0], [0.0, 0.1, 0.0], [0.0, 0.0, 0.0], [0.0, 0.0, 0.0], [0.0, -0.1, 0.0], [0.0, 0.0, 0.0], [0.0, 0.0, 0.0], [0.0, 0.0, 0.0], [0.0, 0.0, 0.0], [0.0, -0.2, -0.2], [0.1, 0.0, 0.0], [-0.1, -0.2, 0.0], [0.0, 0.0, 0.1], [0.0, 0.3, 0.1], [-0.1, 0.0, 0.1], [0.1, -0.1, 0.1], [0.1, 0.0, -0.1], [-0.1, 0.0, -0.1], [0.0, 0.0, 0.0], [0.0, 0.0, 0.0], [0.0, 0.0, 0.0], [0.0, 0.0, 0.0], [-0.5, -0.1, -0.1], [-0.5, 0.1, 0.0], [0.8, -0.1, 0.1], [-0.1, 0.1, 0.0], [0.1, 0.0, 0.0], [-0.2, 0.0, -0.1], [0.1, -0.1, 0.0], [0.1, 0.1, -0.1], [0.0, -0.2, 0.3], [-0.4, 0.2, -0.2], [0.1, 0.1, 0.1], [0.0, -0.2, 0.0], [0.1, 0.1, -0.1], [0.1, 0.1, -0.1], [-0.2, 0.0, 0.1], [0.0, 0.0, -0.1], [0.2, -0.4, 0.1], [-0.3, 0.2, -0.1], [0.1, -0.2, 0.0], [0.1, 0.0, 0.0], [0.0, 0.0, 0.0], [0.0, 0.0, 0.0], [0.0, 0.0, 0.0], [0.0, 0.0, 0.0], [0.0, 0.0, 0.0], [0.0, 0.0, 0.0], [0.0, 0.0, 0.0], [0.1, 0.0, 0.0], [0.0, 0.0, 0.1], [0.1, 0.0, -0.1], [-0.1, -0.1, 0.0], [0.1, 0.0, 0.0], [0.1, 0.0, 0.0], [0.0, 0.0, 0.0], [0.0, 0.0, 0.0], [0.0, 0.0, 0.0]]}